136
Properties=species:S:1:pos:R:3:forces:R:3 method="wB97M-V/def2-TZVPD" lumo_energy_ev=-2.4056 homo_energy_ev=-9.226 multiplicity=1 orbital_gap_ev=6.821 de_lowest_kcal_mol=248.6 e_tot_ev=-138652.94239 smiles="CCCCCCCCCCCC(=O)O[C@@H](N=C=S)NCC.COP(=O)(OC)OC.COP(=O)(OC)OC.COP(=O)(OC)OC.COP(=O)(OC)OC.COP(=O)(OC)OC"
C -0.00874 -4.50673 4.05436 0.350 0.163 0.096
C 0.52917 -3.41203 2.97918 -0.857 -2.209 0.194
C 0.27697 -4.08939 1.52426 0.954 0.907 0.599
C 0.29716 -3.03053 0.32430 -0.209 -0.024 -0.562
C -0.83895 -3.33925 -0.79913 0.410 0.929 1.674
C -2.26704 -2.95646 -0.13097 0.505 -0.211 -0.579
C -2.52270 -1.35946 -0.10521 -0.791 -0.739 0.991
C -2.32149 -0.80533 1.40276 -1.238 0.086 -0.235
C -2.11430 0.77822 1.48555 0.126 0.249 -0.829
C -0.58921 1.26634 1.58560 -0.324 0.707 0.399
C 0.32336 0.45873 2.62232 -0.346 1.013 -0.595
C -0.28779 0.34213 4.09484 2.788 -2.235 2.247
O 0.37546 -0.34672 4.91539 -2.567 2.181 -2.700
O -1.47085 0.98395 4.53885 0.818 -1.716 -1.167
C -2.29782 0.10809 5.33106 -0.699 -1.276 1.239
N -3.39689 0.99398 5.91325 3.702 1.862 4.351
C -2.82431 1.51689 6.95695 -0.479 0.618 -1.705
S -1.96680 2.32232 8.13756 -2.400 -2.178 -2.806
N -2.96361 -0.97012 4.56579 -0.195 -0.163 0.881
C -4.17356 -1.50030 5.30182 -1.023 -0.849 -0.394
C -4.52455 -3.01960 4.84797 0.490 0.247 0.134
H -1.06658 -4.86647 3.79764 1.432 0.636 0.334
H 0.66165 -5.43721 4.08200 -0.900 1.333 -0.165
H -0.01183 -4.07336 5.10659 -0.042 -0.524 -1.263
H -0.08930 -2.47336 3.14824 1.089 -1.012 -0.399
H 1.64319 -3.28955 3.16403 -1.486 0.386 -0.256
H -0.68558 -4.68777 1.62226 1.143 0.788 -0.490
H 1.16111 -4.81106 1.36317 -1.539 0.832 0.198
H 0.07862 -1.95174 0.66515 0.391 -1.673 -0.256
H 1.34781 -2.98599 -0.13399 -1.649 -0.093 0.560
H -0.77164 -4.43430 -1.10632 -0.204 1.479 0.174
H -0.63115 -2.60150 -1.64523 -0.364 -1.314 0.781
H -2.30568 -3.33824 0.95538 0.045 0.482 -1.636
H -3.08075 -3.51572 -0.70854 0.935 0.951 0.787
H -3.64811 -1.22809 -0.32097 1.804 0.135 0.019
H -1.90638 -0.78738 -0.87073 -0.672 -0.817 0.919
H -3.31663 -1.03144 1.93907 1.649 0.243 -0.677
H -1.53416 -1.42717 1.93688 -0.835 1.034 -0.632
H -2.72515 1.28515 2.31017 0.944 -1.082 -0.992
H -2.52741 1.21284 0.49832 0.553 -0.596 1.443
H -0.11138 1.34359 0.54256 -0.485 -0.529 1.578
H -0.62564 2.35478 1.97285 0.055 -1.516 -0.578
H 1.32580 1.02386 2.68904 -1.521 -0.898 0.267
H 0.60877 -0.58999 2.24367 -0.690 1.536 0.866
H -1.76394 -0.34393 6.24085 -0.019 0.734 -1.597
H -2.34285 -1.79887 4.47478 -0.155 1.058 0.114
H -4.04076 -1.48357 6.43613 -0.091 0.065 -1.410
H -5.09180 -0.87341 5.02185 1.471 -0.685 0.634
H -3.59151 -3.56983 4.44869 -1.306 0.851 0.699
H -5.30865 -3.03665 4.02310 0.993 -0.004 1.217
H -4.91214 -3.59393 5.76301 0.455 0.821 -1.517
C 5.15192 1.12767 -0.96577 0.387 0.690 0.387
O 3.94851 0.37699 -0.91672 -1.077 1.403 -2.586
P 3.35380 -0.48920 -2.27081 0.837 -7.973 4.843
O 2.51982 -1.40821 -1.39727 -0.309 1.643 -0.851
O 4.84221 -1.13610 -2.54600 -0.327 0.864 -1.204
C 5.43802 -2.00079 -1.59655 0.280 -0.106 0.559
O 2.78419 -1.22657 -3.71200 0.213 3.435 0.096
C 3.39366 -0.78843 -4.92055 0.245 -0.054 -0.593
H 4.98198 2.09437 -0.49145 -0.115 0.049 -0.212
H 5.91283 0.60270 -0.37820 -0.073 -0.160 -0.205
H 5.50819 1.27957 -1.98475 0.095 -0.060 0.119
H 4.84580 -2.09790 -0.68227 -0.063 0.102 -0.184
H 6.42666 -1.61798 -1.34064 0.018 0.027 0.018
H 5.56128 -2.99001 -2.04383 -0.124 0.120 -0.083
H 4.41863 -1.16103 -4.99075 -0.055 0.087 0.060
H 3.38565 0.30189 -4.96749 0.046 -0.029 -0.321
H 2.82870 -1.18872 -5.76431 -0.085 0.040 0.160
C -9.23944 -1.69298 7.18236 -0.029 0.191 0.564
O -8.55134 -2.62229 6.35939 -2.454 -1.844 0.204
P -9.24089 -3.25267 4.91840 6.907 3.731 -5.302
O -7.88241 -3.61002 4.34602 -1.317 -0.796 1.164
O -9.69842 -1.74241 4.44866 -1.270 -0.766 0.252
C -8.72699 -0.75005 4.17054 0.453 0.421 0.202
O -10.06643 -3.90730 3.56259 -1.335 -0.609 3.203
C -11.47791 -3.71106 3.52503 -0.513 0.092 -0.304
H -9.13227 -1.99582 8.22449 -0.082 -0.071 -0.033
H -8.75992 -0.71478 7.07513 -0.118 -0.080 -0.132
H -10.29787 -1.61635 6.93293 0.100 0.153 0.014
H -7.70748 -1.08428 4.38322 -0.176 -0.125 -0.005
H -8.94320 0.13494 4.77007 0.004 0.019 0.024
H -8.79404 -0.47150 3.11625 -0.069 -0.162 0.058
H -11.71333 -2.66538 3.31076 0.039 -0.048 0.125
H -11.92707 -4.00855 4.47392 -0.252 -0.020 -0.158
H -11.89348 -4.32491 2.72422 0.161 -0.071 0.114
C 0.40366 -4.97515 -9.39925 -0.199 0.096 -0.534
O 1.64506 -4.90115 -8.71585 -1.279 2.629 1.079
P 1.73948 -4.70708 -7.01162 4.851 -8.442 0.935
O 3.13974 -5.29172 -7.00030 -0.489 1.632 -0.355
O 0.62121 -5.89174 -6.77079 -0.736 1.347 0.384
C 0.88186 -7.22134 -7.18084 0.091 -0.432 -0.492
O 1.81826 -4.45467 -5.31280 -1.583 2.587 -1.871
C 0.62571 -3.99277 -4.68820 -0.470 0.093 0.618
H 0.44975 -4.34284 -10.28670 -0.034 0.079 0.069
H 0.25666 -6.00530 -9.73908 -0.038 0.057 0.176
H -0.43625 -4.66691 -8.77635 -0.018 -0.160 -0.086
H 1.82820 -7.32020 -7.72001 -0.066 0.178 0.121
H 0.06882 -7.55911 -7.82474 -0.023 -0.008 -0.023
H 0.90881 -7.86694 -6.29986 0.017 0.193 0.029
H -0.12541 -4.78650 -4.65950 0.022 0.063 -0.122
H 0.23353 -3.12740 -5.22511 -0.164 0.083 0.283
H 0.85597 -3.70343 -3.66132 0.160 0.077 -0.153
C 2.28017 6.04936 2.10625 0.008 0.182 0.574
O 2.94543 5.09827 1.29057 -2.441 -1.835 0.587
P 2.20862 4.41706 -0.10243 6.908 4.108 -5.589
O 3.56683 4.06889 -0.69079 -1.059 -1.049 1.148
O 1.72856 5.90970 -0.59732 -1.510 -1.073 0.394
C 2.68605 6.91135 -0.91143 0.534 0.523 0.188
O 1.40789 3.72958 -1.45797 -1.550 -0.720 3.040
C -0.00682 3.89773 -1.50911 -0.497 0.085 -0.299
H 2.42676 5.78199 3.15341 -0.090 -0.077 -0.019
H 2.74796 7.02646 1.94938 -0.124 -0.087 -0.141
H 1.21295 6.11063 1.89242 0.100 0.157 -0.004
H 3.71210 6.59672 -0.70706 -0.207 -0.110 -0.103
H 2.46575 7.80618 -0.32723 -0.024 0.019 0.038
H 2.60161 7.16701 -1.96875 -0.006 -0.205 0.115
H -0.26053 4.93605 -1.73783 0.047 -0.040 0.125
H -0.45794 3.60288 -0.56013 -0.257 -0.032 -0.153
H -0.40413 3.26626 -2.30587 0.145 -0.079 0.114
C 7.00813 8.49635 -5.64132 0.104 0.169 -0.551
O 5.94129 8.19354 -4.75574 0.465 -2.989 -0.597
P 6.12371 7.09625 -3.44781 -1.899 6.645 6.402
O 4.94812 7.69158 -2.69646 0.348 -1.208 -1.422
O 7.53416 7.82172 -3.00493 0.362 -1.346 -0.453
C 7.54389 9.16628 -2.56172 -0.059 0.621 -0.129
O 6.37760 5.89974 -2.24425 0.261 -0.903 -3.448
C 7.52951 5.07539 -2.40071 0.450 -0.350 0.249
H 6.63479 8.47494 -6.66573 0.013 -0.112 0.018
H 7.34715 9.51713 -5.43811 0.043 -0.156 0.110
H 7.84299 7.80218 -5.54397 0.033 0.181 0.002
H 6.56256 9.64332 -2.63531 0.043 -0.214 -0.023
H 8.25957 9.73120 -3.16025 0.015 0.019 -0.021
H 7.87312 9.19566 -1.52035 -0.060 -0.158 -0.072
H 8.43891 5.64458 -2.19114 -0.070 0.011 -0.121
H 7.56857 4.66711 -3.41185 0.176 -0.203 0.118
H 7.46879 4.25393 -1.68491 -0.201 0.078 -0.085


20
Properties=species:S:1:pos:R:3:forces:R:3 method="wB97M-V/def2-TZVPD" lumo_energy_ev=-2.9512 homo_energy_ev=-14.440 multiplicity=1 orbital_gap_ev=11.489 de_lowest_kcal_mol=5.9 charge=+1 e_tot_ev=-9381.32910
C 1.01393 -1.78504 0.51598 0.053 0.231 0.246
C 1.24453 -0.45394 1.20940 0.028 -0.118 -0.089
C 2.45287 0.30575 0.69229 -0.360 0.082 0.234
N 0.02129 0.40289 0.98107 -0.258 0.219 0.141
H 0.12949 -2.28569 0.90122 -0.113 -0.096 0.008
H 0.92445 -1.65772 -0.55540 -0.042 0.024 -0.294
H 1.86780 -2.42144 0.71170 0.128 -0.169 -0.002
H 1.31141 -0.62309 2.28145 0.017 0.150 0.116
H 2.34269 0.51515 -0.36795 0.069 -0.012 -0.184
H 3.34936 -0.27941 0.85165 0.150 -0.107 -0.024
H 2.56796 1.24880 1.22397 0.088 0.080 0.014
H -0.82217 -0.00251 1.39116 0.118 -0.172 -0.057
H 0.08612 1.34544 1.37710 0.292 -0.147 -0.066
H -0.17421 0.51986 -0.03573 -0.161 0.113 -0.088
C -2.14496 0.57048 -1.88148 -0.219 0.034 -0.302
N -3.34681 1.14052 -1.79744 0.176 -0.116 -0.051
O -1.12287 1.04266 -1.39882 0.191 -0.088 0.394
H -2.14443 -0.37154 -2.44184 0.050 -0.067 -0.014
H -3.43650 2.03773 -1.34998 -0.101 0.088 -0.036
H -4.11995 0.75111 -2.30835 -0.106 0.072 0.054


11
Properties=species:S:1:pos:R:3:forces:R:3 method="wB97M-V/def2-TZVPD" lumo_energy_ev="0.3113 / 0.3115" homo_energy_ev="-7.759 / -7.760" multiplicity=1 orbital_gap_ev="8.071 / 8.072" de_lowest_kcal_mol=132.1 e_tot_ev=-10246.53633
C -0.18973 -1.03365 -0.46215 0.629 -0.830 0.393
C 2.37011 1.49383 0.59842 -0.774 -0.467 0.098
C -0.77026 0.12777 -0.12709 3.206 -0.147 -0.269
N 1.23838 1.32550 0.27038 -1.655 -0.492 0.325
N -0.00896 1.26474 0.22984 1.570 0.943 0.085
O -0.89653 -2.17183 -0.70519 -0.253 -0.324 -0.363
O -2.05181 0.52128 -0.08168 -0.174 0.315 0.395
H 0.90524 -1.33008 -0.46901 -1.434 1.351 0.187
H 3.18042 1.82072 0.00522 0.742 0.301 -0.442
H -1.79845 -1.91037 -0.87710 -0.626 -0.160 -0.050
H -1.85350 1.41598 0.30056 -1.232 -0.490 -0.359


Question: Look up the multiplicity of the third one.
Answer: 1